No. 1
Entry from the Open Molecules 2025 dataset: a single C5H8O molecule (wB97M-V/def2-TZVPD).

XYZ file:
```
14
C5H8O wB97M-V/def2-TZVPD
O -2.15 0.26 -0.28
C 0.06 -0.72 -1.05
C 1.32 0.06 0.74
C 0.04 0.91 0.67
C -0.85 -0.15 0.04
C 1.14 -1.18 -0.09
H 0.49 0.06 -1.71
H -0.88 -0.97 0.79
H -0.38 -1.50 -1.68
H 0.12 1.81 0.04
H -2.44 -0.18 -1.08
H -0.32 1.23 1.65
H 2.18 0.50 0.20
H 1.69 -0.14 1.76
```

Computed properties:
- 2S+1 = 1
- energy relative to the best compared isomer or geometry (same formula, charge and spin) (kJ/mol) = 395.82
- total charge = 0

No. 2
Entry from the Open Molecules 2025 dataset: a single C4H5NO2S molecule in a non-equilibrium geometry (wB97M-V/def2-TZVPD).

XYZ file:
```
13
C4H5NO2S wB97M-V/def2-TZVPD
S -1.71 0.84 -0.34
O 0.74 1.26 1.03
O -1.76 1.29 -1.72
N 0.97 -0.37 -0.41
C 2.00 0.86 1.11
C -2.00 -1.02 -0.43
C 2.16 -0.18 0.27
C 0.19 0.51 0.06
H -2.43 -1.22 0.46
H -2.72 -1.14 -1.30
H 3.00 -0.78 0.04
H -0.99 -1.29 -0.73
H 2.55 1.23 1.97
```

Computed properties:
- 2S+1 = 1
- energy relative to the best compared isomer or geometry (same formula, charge and spin) (kJ/mol) = 326.34
- total charge = 0

No. 3
Entry from the Open Molecules 2025 dataset: 2 unconnected molecules or ions with the total composition C5H12N3 in a non-equilibrium geometry (wB97M-V/def2-TZVPD).

XYZ file:
```
20
C5H12N3 wB97M-V/def2-TZVPD
N 1.94 1.71 1.95
N 1.25 -0.47 1.33
N -1.52 0.20 -1.36
C -2.14 -1.07 -1.41
C 2.13 -0.44 0.11
C -2.05 -1.74 -2.59
C -1.38 0.90 -0.29
C 1.23 0.53 2.16
H 1.58 0.02 -0.73
H -1.50 -1.32 -3.41
H 3.07 0.13 0.23
H 2.36 -1.48 -0.15
H -2.39 -1.49 -0.44
H -1.14 0.52 -2.25
H 1.37 2.55 2.04
H -2.49 -2.74 -2.68
H 2.64 1.80 2.66
H -1.84 0.51 0.62
H -0.81 1.81 -0.39
H 0.68 0.55 3.12
```

Computed properties:
- 2S+1 = 1
- energy relative to the best compared isomer or geometry (same formula, charge and spin) (kJ/mol) = 338.87
- total charge = +1

No. 4
Entry from the Open Molecules 2025 dataset: a molecular structure, C3H5NO2 (wB97M-V/def2-TZVPD).

XYZ file:
```
11
C3H5NO2 wB97M-V/def2-TZVPD
O 0.00 -1.49 1.08
O 0.36 1.22 -0.68
N -0.27 -0.84 -1.75
C -0.42 -0.23 0.66
C 0.52 0.99 0.75
C -0.21 -0.01 -0.81
H 0.04 -2.02 0.26
H -1.43 0.01 1.03
H 0.21 1.85 1.34
H 1.56 0.71 0.97
H 0.17 -0.51 -2.60
```

Computed properties:
- 2S+1 = 1
- energy relative to the best compared isomer or geometry (same formula, charge and spin) (kJ/mol) = 186.40
- total charge = 0

No. 5
Entry from the Open Molecules 2025 dataset: 13 unconnected molecules or ions with the total composition C34H96Br3F6N8O14S2 in a non-equilibrium geometry (wB97M-V/def2-TZVPD).

XYZ file:
```
163
C34H96Br3F6N8O14S2 wB97M-V/def2-TZVPD
Br -0.95 -4.61 -0.87
Br -2.66 1.25 -2.81
Br -3.36 -1.12 2.84
S 4.35 -4.21 0.93
S 2.57 4.12 -1.12
F 1.98 2.40 -3.10
F 6.40 -2.73 1.79
F 5.04 -3.35 3.33
F 6.41 -4.78 2.50
F 4.04 2.22 -2.38
F 3.45 3.94 -3.61
O -8.50 -0.31 -1.63
O 3.63 -2.99 0.55
O 1.59 -1.37 -4.31
O 0.32 -7.39 2.67
O 5.12 -4.74 -0.20
O 3.60 5.13 -0.99
O -4.57 5.56 -1.26
O 2.59 3.18 0.03
O -0.74 3.51 3.95
O 1.24 4.60 -1.38
O 5.99 1.57 3.34
O 5.66 -0.25 -3.65
O 3.53 -5.28 1.52
O -0.64 1.45 1.11
N -5.37 8.05 -2.50
N 5.52 -2.44 -1.93
N -0.77 0.63 4.65
N 4.07 3.30 2.28
N 2.04 -3.42 -6.30
N -5.94 0.87 -1.98
N -1.33 -0.98 -0.19
N 0.65 -4.64 2.32
C 3.79 2.44 3.48
C 2.29 2.14 3.48
C 4.43 -1.40 -1.94
C 3.05 3.10 -2.66
C -9.16 -1.33 -2.35
C 0.97 -6.68 3.68
C 0.05 -0.57 0.24
C 1.10 -1.31 -0.59
C 4.64 1.18 3.48
C 0.45 -5.24 3.69
C 5.76 0.34 -4.93
C 4.78 -0.41 -0.83
C 0.26 0.90 0.14
C 1.08 -2.65 -4.10
C -1.43 2.99 5.06
C -0.28 4.84 4.13
C -4.06 4.60 -0.35
C -0.91 2.82 0.93
C 0.73 -0.29 -4.68
C -7.38 -0.81 -0.89
C 0.80 -3.40 -5.40
C -6.14 -0.60 -1.74
C -4.89 -1.19 -1.09
C -1.02 -5.11 4.08
C 5.66 -3.75 2.22
C 4.39 -0.69 -3.29
C -7.18 6.39 -2.77
C -6.32 7.12 -1.72
C 0.38 -4.84 -5.07
C -2.88 1.15 5.84
C -5.62 6.32 -0.68
C 6.84 0.50 2.93
C -1.95 1.59 4.72
C 1.00 -8.53 2.18
H 1.91 1.58 2.63
H -6.69 5.50 -3.17
H -3.42 0.25 5.54
H 2.38 -2.47 -6.47
H -0.08 -0.17 -3.96
H 1.17 -5.45 -4.63
H 5.31 -3.15 -2.63
H 5.16 -0.21 -5.66
H -2.34 0.99 6.78
H 6.47 -2.07 -1.89
H -6.36 -1.09 -2.68
H 5.70 0.12 -1.07
H -4.75 -0.71 -0.12
H -0.10 3.46 1.31
H -4.64 3.72 -0.08
H 1.08 -4.66 4.37
H 1.73 3.07 3.48
H 0.38 5.03 3.27
H -6.14 1.42 -1.14
H -1.45 -1.98 -0.39
H 4.88 -0.84 0.17
H -1.59 -5.70 3.37
H 5.09 3.39 2.16
H -4.74 8.52 -1.85
H -0.90 3.08 -0.14
H 0.36 -9.04 1.48
H 6.68 0.33 1.87
H 1.93 -8.31 1.63
H -2.38 1.54 3.72
H 1.29 0.64 -4.67
H 4.10 3.07 4.32
H 7.85 0.85 3.13
H 4.02 0.37 -0.73
H -5.93 8.71 -3.06
H -4.99 1.14 -2.31
H -1.27 -5.51 5.06
H -1.66 -0.40 -0.96
H -4.07 -1.12 -1.81
H -0.46 0.35 5.58
H -3.61 1.92 6.05
H -1.34 -4.07 4.11
H 4.57 0.69 4.45
H 3.76 4.24 2.54
H -0.81 3.01 5.97
H 1.91 -3.93 -7.18
H 0.03 -2.97 -6.03
H 3.56 -2.01 -1.75
H -7.48 -1.87 -0.67
H 1.37 -9.19 2.97
H 0.42 -0.33 -5.73
H 0.18 -0.94 1.26
H -9.35 -2.23 -1.76
H -6.39 5.72 -0.18
H 1.61 -4.88 2.06
H 1.02 -0.99 -1.64
H 6.81 0.45 -5.18
H -3.08 4.27 -0.68
H 4.24 0.51 2.70
H 4.06 -1.42 -4.05
H 6.68 -0.41 3.52
H 2.12 -1.13 -0.26
H 0.04 -5.33 -5.99
H 1.96 1.63 4.39
H 5.36 1.36 -4.87
H -6.59 1.28 -2.66
H 3.56 3.03 1.42
H -1.91 -0.82 0.64
H 1.86 -3.18 -3.56
H 0.17 -2.74 -3.50
H -10.08 -0.99 -2.82
H 5.44 -2.99 -1.06
H -7.37 -0.27 0.06
H 0.31 4.88 5.05
H 0.65 -7.12 4.63
H 3.60 0.06 -3.24
H -4.76 7.52 -3.12
H 2.06 -6.70 3.60
H 0.13 1.38 -0.84
H -0.41 -4.91 -4.32
H 0.97 -2.40 -0.62
H 2.75 -3.92 -5.77
H -5.21 6.85 0.18
H -1.17 -0.16 4.12
H -6.94 7.85 -1.20
H 0.54 -3.63 2.30
H -1.88 3.05 1.36
H 1.24 1.21 0.52
H -2.32 3.62 5.17
H -4.95 -2.25 -0.86
H -8.09 5.99 -2.33
H 0.00 -4.96 1.59
H -8.60 -1.71 -3.22
H -1.04 5.63 4.10
H -7.43 7.02 -3.62
H -3.76 5.11 0.57
H -0.07 1.08 4.07
```

Computed properties:
- 2S+1 = 1
- total charge = +3

Number 1: orbital gap 0.316 Eh. Number 2: orbital gap 0.376 Eh. Number 3: orbital gap 0.278 Eh. Number 4: orbital gap 0.421 Eh. Number 5: orbital gap 0.268 Eh.